C3H4N2OS2 | wB97M-V/def2-TZVPD

Each line ends with the natural charge from an NBO analysis.
Atoms and positions in Å:
1 C 1.411 1.072 -0.095  0.70
2 C 3.571 0.306 0.084  0.15
3 C 0.835 -0.308 -0.337  -0.32
4 N 2.685 1.241 0.079  -0.58
5 N -0.320 -0.379 0.532  -0.88
6 O 0.643 2.091 -0.048  -0.60
7 S 5.110 -0.029 0.050  0.15
8 S 2.063 -1.545 -0.082  -0.15
9 H 0.587 -0.094 -1.478  0.23
10 H -0.227 -0.965 1.425  0.40
11 H -1.062 -0.811 -0.011  0.37
12 H -0.333 1.935 -0.096  0.53

- E_tot (hartree) = -1097.780057
- M (g mol⁻¹) = 148.2
- relative energy (zero: lowest compared OMol25 entry of this formula, charge and spin) (eV) = 2.027
- Kohn-Sham gap (eV) = 7.638